No. 1
{
  "formula": "C42H41NO3P2SSr",
  "method": "ωB97M-V/def2-TZVPD",
  "total_charge": 0,
  "energy_ha": -3016.9109,
  "max_force_ev_per_a": 3.671,
  "symbols": ["Sr", "C", "C", "C", "C", "C", "C", "C", "C", "C", "H", "H", "H", "H", "H", "H", "H", "H", "H", "H", "H", "H", "H", "H", "H", "P", "P", "C", "C", "C", "C", "C", "C", "C", "C", "C", "C", "C", "C", "C", "C", "C", "C", "C", "C", "C", "C", "C", "C", "C", "C", "C", "C", "H", "H", "H", "H", "H", "H", "H", "H", "H", "H", "H", "H", "H", "H", "H", "H", "H", "H", "H", "H", "H", "H", "O", "C", "N", "S", "O", "O", "C", "C", "C", "C", "C", "C", "H", "H", "H", "H"],
  "coordinates": [[1.45631, -1.39243, 1.55988], [-2.53100, 0.58164, 4.76869], [-3.33528, 0.45680, 3.68989], [-3.84152, 1.49602, 2.70869], [-2.68625, 2.18866, 1.88723], [-1.61844, 3.01361, 2.57753], [-1.61098, 3.53308, 3.82427], [-2.59789, 3.18094, 4.94933], [-2.35688, 1.80440, 5.66375], [2.76384, 0.87078, 2.21339], [-1.92838, -0.30024, 5.06881], [-3.40134, -0.55489, 3.22022], [-4.59629, 2.23091, 3.06677], [-4.41250, 0.92228, 1.94064], [-2.22639, 1.39455, 1.25065], [-3.07399, 2.87015, 1.09477], [-0.74314, 3.21247, 1.90774], [-0.88307, 4.35553, 4.06530], [-3.56500, 2.99172, 4.44360], [-2.62121, 4.01299, 5.69684], [-1.38820, 1.68942, 6.20047], [-3.07822, 1.68111, 6.50625], [3.75782, 0.54266, 2.63167], [2.56283, 1.89246, 2.60967], [2.83406, 1.01252, 1.11054], [0.06569, -2.51006, -2.91262], [2.21582, 0.29151, -3.59101], [-0.38227, -0.87540, -3.55317], [0.46310, 0.11771, -3.95412], [-0.58123, -3.53840, -4.35313], [-1.63784, -3.14420, -5.19625], [-1.89058, -3.80326, -6.42362], [-1.19036, -4.95898, -6.78597], [-0.20452, -5.42173, -5.89914], [0.11196, -4.71293, -4.72276], [-1.25319, -2.56253, -1.58271], [-1.13891, -1.67856, -0.48141], [-2.03410, -1.77250, 0.58218], [-3.11418, -2.66595, 0.49527], [-3.24733, -3.53191, -0.59789], [-2.29112, -3.50189, -1.61904], [2.67582, 0.77647, -5.33485], [2.30028, -0.05906, -6.40637], [2.70234, 0.25291, -7.71203], [3.46348, 1.39923, -7.98858], [3.73822, 2.27439, -6.93347], [3.36672, 1.96274, -5.62003], [2.31228, 1.95771, -2.74859], [3.46314, 2.28567, -1.99092], [3.52205, 3.49243, -1.29342], [2.43610, 4.37516, -1.33344], [1.33236, 4.09918, -2.15002], [1.27030, 2.88751, -2.84451], [-1.46996, -0.72434, -3.63595], [0.08022, 0.90413, -4.62562], [-2.26308, -2.29963, -4.89886], [-2.63822, -3.41490, -7.12300], [-1.38895, -5.47094, -7.74601], [0.32792, -6.34038, -6.15382], [0.91241, -5.06035, -4.06562], [-0.36819, -0.89078, -0.47179], [-1.91920, -1.13715, 1.47619], [-3.84777, -2.70904, 1.29963], [-4.07103, -4.24748, -0.65298], [-2.35648, -4.20575, -2.45263], [1.68166, -0.94109, -6.21134], [2.41599, -0.40978, -8.52446], [3.80837, 1.62744, -9.00530], [4.24502, 3.21821, -7.12452], [3.58844, 2.65441, -4.80586], [4.29690, 1.58249, -1.94470], [4.42639, 3.75465, -0.73448], [2.47416, 5.30928, -0.77614], [0.52781, 4.82816, -2.26075], [0.39386, 2.67101, -3.45461], [-0.06515, -2.15886, 3.56212], [0.60846, -1.35443, 4.33145], [1.19011, -0.27910, 3.76639], [1.52106, 0.85687, 4.96276], [2.93267, 1.12523, 4.89974], [0.54464, 1.90336, 4.85594], [1.09858, -0.16126, 6.38696], [0.85185, 0.11199, 7.74969], [0.69894, -1.02895, 8.58895], [0.64909, -2.32706, 8.02609], [0.57464, -2.52542, 6.62780], [0.78619, -1.40356, 5.81821], [0.73263, 1.11921, 8.16982], [0.64853, -0.98738, 9.68218], [0.65873, -3.22939, 8.65557], [0.35987, -3.48187, 6.10394]],
  "forces_ev_per_angstrom": [[0.048, 1.530, 1.439], [-0.347, 0.166, -0.266], [1.355, -0.618, -0.352], [-0.771, 0.391, -1.069], [-0.020, -0.403, -0.267], [0.514, 0.251, 0.559], [0.110, 0.297, -0.290], [0.015, -0.564, -0.409], [0.471, -0.274, 0.419], [1.060, -0.169, -2.024], [-0.833, 0.383, 0.010], [0.252, 0.667, 0.658], [0.685, -0.389, 0.044], [0.262, 0.388, 0.432], [0.036, 0.300, 0.640], [-0.345, -0.350, 0.571], [-0.892, 0.216, 0.628], [-0.366, -1.345, -0.221], [0.285, 0.881, 0.832], [-0.289, -0.745, -0.655], [-0.411, 0.496, -0.702], [0.051, 0.248, -0.627], [-0.663, 0.357, -0.634], [-0.222, -0.908, -0.164], [0.801, 0.346, -0.080], [-0.200, -0.322, 0.285], [1.114, 0.209, -0.369], [0.513, 1.467, -0.430], [-1.610, -0.726, 0.081], [-0.280, -0.389, -0.399], [0.103, -0.155, -0.433], [-0.060, 0.090, 0.348], [0.359, 0.334, 0.544], [-0.109, 0.133, 0.063], [-0.174, 0.173, -0.090], [0.190, -0.213, -0.287], [-0.084, -0.511, -0.177], [-0.318, 0.117, 0.015], [0.079, -0.295, -0.065], [0.368, 0.344, 0.232], [0.074, 0.263, 0.189], [-0.034, 0.113, -0.187], [0.335, 0.413, 0.021], [0.099, 0.031, 0.136], [-0.331, -0.037, 0.485], [0.049, -0.152, 0.060], [-0.113, -0.239, -0.187], [-0.055, -0.070, 0.098], [-0.642, -0.190, -0.260], [-0.113, 0.052, -0.117], [0.082, -0.037, -0.464], [0.294, -0.222, 0.132], [0.122, 0.177, 0.236], [0.462, 0.035, -0.486], [-0.279, -0.164, 0.665], [0.217, -0.169, -0.325], [0.134, -0.061, 0.476], [0.135, 0.352, 0.758], [-0.022, 0.313, 0.220], [-0.141, 0.006, -0.310], [-0.272, -0.254, -0.228], [-0.141, -0.289, -0.506], [0.228, 0.043, -0.137], [0.235, 0.292, 0.092], [0.003, 0.272, 0.235], [0.287, 0.207, -0.144], [0.056, 0.061, 0.104], [-0.273, -0.135, 0.487], [0.002, -0.209, 0.016], [0.037, -0.149, -0.304], [-0.229, 0.169, 0.024], [-0.456, -0.180, -0.097], [0.011, -0.202, -0.100], [0.192, -0.242, 0.160], [0.225, 0.085, 0.152], [1.687, 0.403, 1.345], [-0.232, 0.784, -1.759], [-2.199, -1.300, 2.636], [0.514, -0.303, -1.347], [-0.610, 0.257, 1.210], [0.514, 0.211, 0.233], [-0.960, -0.222, -0.268], [0.252, -1.042, -0.025], [0.151, -0.536, -0.977], [0.022, -0.275, -0.550], [-0.017, 0.578, -0.049], [-0.405, -1.158, 0.991], [0.558, -0.422, -0.373], [-0.067, 0.431, -0.499], [-0.245, 0.667, -0.077], [0.180, 0.636, 0.827]],
  "mulliken_charge": [1.508, -0.176, -0.159, -1.044, 0.118, -0.514, -0.280, -0.653, -0.381, -1.517, 0.237, 0.119, 0.457, 0.372, -0.100, 0.413, 0.354, 0.247, 0.170, 0.429, -0.039, 0.487, 0.237, 0.148, 0.547, 0.103, 0.019, -0.516, -0.894, 0.329, 0.044, -0.659, -0.390, -0.490, -0.531, -0.384, -0.247, -0.130, -0.812, -0.718, -0.309, 0.428, -0.482, -0.536, -0.520, -0.524, -0.299, 0.338, -0.426, -0.591, -0.460, -0.767, 0.207, 0.653, 0.721, 0.298, 0.344, 0.363, 0.350, 0.340, 1.056, 0.204, 0.441, 0.376, 0.387, 0.377, 0.367, 0.356, 0.362, 0.307, 0.389, 0.400, 0.388, 0.395, 0.289, -0.916, 0.856, -0.348, 0.478, -0.619, -0.329, 0.364, -0.431, -0.578, -0.397, -0.563, -0.038, 0.456, 0.369, 0.372, 0.398]
}



No. 2
{
  "formula": "C2H3OTm",
  "method": "ωB97M-V/def2-TZVPD",
  "total_charge": 2,
  "spin_multiplicity": 3,
  "max_force_ev_per_a": 4.958,
  "relative_energy_kcal_mol": 0.00,
  "symbols": ["H", "O", "C", "C", "H", "H", "Tm"],
  "coordinates": [[-1.99683, 0.87388, -1.06553], [-0.28794, -0.62278, -0.09218], [-1.56028, -0.42918, -0.16794], [-2.07864, 0.87716, 0.19562], [-3.16113, 0.86672, 0.37768], [-1.51314, 1.46515, 0.94062], [1.69650, 0.23970, 0.03198]],
  "forces_ev_per_angstrom": [[-0.224, 1.613, 2.107], [-3.659, -0.114, -0.585], [4.609, 0.358, 1.791], [-1.676, -1.913, -2.072], [0.301, 0.226, -0.214], [0.068, 0.021, -1.012], [0.581, -0.192, -0.016]],
  "mulliken_spin": [-0.001, 0.132, 0.719, 0.086, -0.002, 0.028, 1.038]
}



No. 3
{
  "formula": "C34H40AsIrN12OS",
  "method": "ωB97M-V/def2-TZVPD",
  "total_charge": 3,
  "spin_multiplicity": 2,
  "max_force_ev_per_a": 0.620,
  "relative_energy_kcal_mol": 10.64,
  "symbols": ["Ir", "C", "C", "N", "N", "C", "N", "S", "C", "C", "C", "C", "C", "N", "H", "H", "H", "H", "H", "H", "H", "H", "H", "C", "N", "C", "N", "C", "N", "C", "C", "C", "C", "C", "C", "C", "N", "N", "C", "O", "C", "C", "C", "C", "C", "C", "N", "C", "N", "C", "N", "C", "H", "H", "H", "H", "H", "H", "H", "H", "H", "H", "H", "H", "H", "H", "H", "H", "C", "C", "As", "C", "C", "C", "C", "H", "H", "H", "H", "H", "H", "H", "H", "H", "H", "H", "H", "H", "H", "H"],
  "coordinates": [[-0.76384, -1.39853, 0.60503], [1.39374, -2.84296, 4.06210], [0.85960, -2.09916, 2.89359], [-0.00089, -2.58709, 2.06087], [-0.66740, -3.75001, 2.43296], [-1.94232, -3.59228, 2.34193], [-2.82175, -4.50788, 2.75355], [-2.64330, -2.10158, 1.59254], [1.15238, -0.66686, 2.69478], [2.08988, 0.01994, 3.43651], [2.17776, 1.40328, 3.30288], [1.32770, 2.04381, 2.42379], [0.42663, 1.29074, 1.68119], [0.32219, -0.02926, 1.82736], [1.12940, -3.89348, 4.01366], [0.99895, -2.41799, 4.98857], [2.48001, -2.74213, 4.09512], [-2.49674, -5.29854, 3.29221], [-3.81356, -4.33912, 2.71908], [2.73056, -0.50716, 4.12885], [2.89267, 1.96579, 3.88881], [1.34660, 3.11786, 2.30916], [-0.23307, 1.76983, 0.96985], [3.73833, 0.25586, -2.35310], [2.78806, -0.56915, -1.57717], [1.52012, -0.31330, -1.30884], [1.05740, -1.23992, -0.46719], [2.14090, -2.05086, -0.25301], [3.20018, -1.65830, -0.90324], [4.20961, 1.42753, -1.52910], [5.53514, 1.56564, -1.14557], [5.92530, 2.66250, -0.38201], [4.99670, 3.60558, 0.02262], [3.66287, 3.46305, -0.36055], [3.28269, 2.38897, -1.14954], [2.65259, 4.41363, 0.09407], [2.78923, 5.43430, 0.86080], [1.51744, 5.94605, 1.07284], [0.70375, 5.19624, 0.41958], [1.34680, 4.18858, -0.23945], [-0.75586, 5.25052, 0.38416], [-1.41709, 6.31377, 0.98959], [-2.80263, 6.33541, 1.00089], [-3.52632, 5.29321, 0.44061], [-2.86629, 4.22731, -0.16178], [-3.69182, 3.10401, -0.75241], [-2.90152, 1.87538, -0.91380], [-2.54877, 1.00116, 0.01345], [-1.72487, 0.09674, -0.53240], [-1.62923, 0.49954, -1.83527], [-2.32208, 1.57407, -2.08879], [-1.48064, 4.21759, -0.20629], [3.21531, 0.58435, -3.25133], [4.54793, -0.40834, -2.64277], [0.98158, 0.52668, -1.70901], [2.12273, -2.93384, 0.36401], [6.26961, 0.82853, -1.44537], [6.96261, 2.77542, -0.09848], [5.29080, 4.45519, 0.62454], [2.25349, 2.33025, -1.48412], [-0.84313, 7.11087, 1.44250], [-3.32347, 7.16356, 1.46117], [-4.60914, 5.31427, 0.47436], [-4.08306, 3.33999, -1.74098], [-4.53154, 2.86471, -0.10058], [-2.87645, 1.03712, 1.04061], [-1.07894, -0.02642, -2.59707], [-0.94432, 3.42955, -0.72239], [-4.40016, -2.26286, -1.25813], [-3.16907, -2.47013, -2.12593], [-1.51032, -2.96557, -1.23468], [-0.19894, -3.00287, -2.67485], [-0.61387, -3.94312, -3.80578], [-1.71363, -4.83124, -0.74191], [-0.38976, -5.53256, -0.45696], [-5.26481, -2.10056, -1.90141], [-4.30794, -1.38933, -0.61175], [-4.61817, -3.13262, -0.63770], [-2.96093, -1.59797, -2.74589], [-3.32241, -3.30850, -2.80976], [0.75085, -3.30767, -2.23542], [-0.07681, -1.98304, -3.04270], [-0.71500, -4.97359, -3.46705], [0.15671, -3.93234, -4.57605], [-1.54636, -3.63789, -4.27845], [-2.21574, -5.27943, -1.60249], [-2.40985, -4.89381, 0.09385], [0.27355, -5.50637, -1.32197], [-0.57650, -6.58191, -0.23131], [0.12995, -5.10091, 0.39785]],
  "forces_ev_per_angstrom": [[-0.377, 0.173, -0.461], [0.004, 0.000, -0.005], [0.009, -0.041, -0.014], [-0.014, -0.048, -0.017], [0.007, 0.008, -0.005], [-0.019, 0.009, -0.019], [0.006, 0.007, 0.013], [0.051, 0.083, 0.103], [0.031, 0.000, -0.034], [-0.004, 0.000, 0.009], [-0.002, 0.010, 0.006], [-0.002, -0.004, -0.049], [-0.040, 0.002, 0.058], [0.082, -0.110, 0.138], [0.001, -0.001, 0.000], [-0.003, -0.001, -0.002], [0.000, 0.002, 0.004], [-0.001, 0.000, 0.000], [-0.002, -0.002, -0.009], [0.007, -0.003, -0.008], [0.005, -0.001, -0.009], [0.013, 0.064, -0.035], [-0.007, -0.001, -0.012], [0.002, 0.042, 0.018], [0.018, 0.003, 0.058], [-0.015, 0.007, -0.005], [0.037, 0.013, 0.083], [0.003, -0.002, -0.024], [-0.029, -0.071, -0.091], [-0.008, 0.016, -0.043], [0.002, -0.011, 0.019], [-0.001, -0.005, 0.003], [-0.006, 0.005, -0.003], [0.006, 0.002, 0.005], [-0.001, -0.001, -0.007], [-0.061, 0.012, -0.005], [0.002, -0.010, 0.020], [-0.008, -0.014, 0.038], [0.047, -0.027, -0.044], [0.005, -0.017, 0.073], [0.000, 0.001, 0.000], [-0.003, 0.008, -0.016], [0.001, 0.004, 0.003], [0.000, -0.011, 0.011], [-0.015, -0.011, 0.014], [0.003, 0.016, 0.049], [-0.024, -0.012, -0.001], [0.023, 0.024, -0.054], [0.060, 0.088, 0.139], [-0.008, -0.070, -0.033], [-0.043, -0.022, -0.005], [0.003, -0.005, 0.001], [0.001, -0.025, -0.007], [0.007, 0.003, 0.022], [-0.040, 0.005, 0.010], [0.004, 0.009, 0.015], [0.001, -0.001, -0.001], [0.001, 0.001, -0.002], [0.000, 0.001, -0.004], [0.009, 0.018, -0.009], [0.000, 0.000, -0.002], [-0.001, 0.000, -0.001], [0.000, -0.002, 0.002], [0.043, 0.008, -0.015], [-0.028, 0.007, -0.035], [0.007, 0.009, 0.003], [0.055, 0.024, 0.018], [0.007, -0.019, 0.005], [0.010, 0.006, 0.000], [0.002, -0.028, -0.028], [0.207, -0.112, 0.139], [-0.008, 0.009, 0.004], [0.002, 0.003, -0.002], [-0.004, -0.001, 0.000], [0.000, 0.000, -0.026], [-0.004, -0.007, 0.004], [0.001, 0.006, -0.005], [0.002, -0.002, 0.006], [-0.005, -0.008, 0.007], [-0.014, 0.008, -0.004], [0.001, -0.003, -0.017], [0.007, -0.003, 0.010], [-0.011, 0.000, 0.001], [0.001, -0.003, 0.001], [0.002, 0.001, -0.001], [-0.016, 0.006, 0.004], [0.023, -0.015, 0.009], [-0.002, -0.005, 0.009], [0.002, 0.004, 0.014], [-0.002, 0.008, 0.019]],
  "mulliken_spin": [0.307, -0.001, 0.001, -0.017, 0.064, -0.007, 0.005, 0.500, 0.021, 0.007, 0.008, 0.002, 0.016, 0.029, 0.001, 0.001, 0.000, -0.001, 0.001, 0.001, 0.000, -0.001, 0.007, 0.000, 0.002, -0.002, -0.004, -0.002, 0.001, 0.000, 0.000, 0.000, 0.000, 0.000, 0.000, 0.000, 0.000, 0.000, 0.001, 0.000, 0.000, 0.000, 0.000, 0.000, 0.000, 0.000, -0.001, -0.011, 0.013, 0.001, 0.000, 0.000, 0.000, 0.000, 0.000, -0.001, 0.000, 0.000, 0.000, 0.000, 0.000, 0.000, 0.000, 0.000, 0.000, 0.002, 0.000, 0.000, 0.010, -0.006, 0.037, 0.000, 0.001, 0.017, -0.001, 0.004, -0.002, 0.001, 0.000, 0.001, -0.001, -0.001, 0.000, 0.001, 0.000, 0.001, -0.004, -0.001, -0.001, 0.000]
}